Record 1
The following is a quantum chemistry calculation of a structure of composition C22H48N11ReS, from the Open Molecules 2025 dataset.

Results
**Energy above the lowest of the compared OMol25 structures with the same formula, charge and spin**: 41.7 kcal per mole
**Total energy**: -52922.6039 eV
**LUMO energy (spin up / spin down)**: -8.4 / -9.3 eV

```
! wB97M-V def2-TZVPD RIJCOSX def2/J DEFGRID3
* xyz 3 4
Re 0.145 -0.273 -0.667
C 2.163 1.236 3.408
N 0.959 0.393 3.464
C 0.447 0.079 4.815
C 0.306 -0.019 2.375
N 0.929 -0.381 1.255
C 2.340 -0.779 1.289
C 2.527 -1.892 0.284
N 1.741 -1.639 -0.971
C 1.134 -2.914 -1.478
C -0.106 -3.242 -0.671
N -0.981 -2.057 -0.704
C -2.300 -2.163 -0.865
N -3.046 -3.214 -0.549
C -4.382 -3.437 -1.133
C -2.685 -4.208 0.473
N -2.933 -1.077 -1.442
C -4.071 -0.405 -0.805
C -2.384 -0.553 -2.642
C 2.583 -0.963 -2.008
C 2.858 0.486 -1.658
N 1.598 1.145 -1.223
C 1.581 2.471 -1.116
N 2.642 3.267 -1.376
C 2.944 4.404 -0.490
C 3.449 3.219 -2.606
N 0.427 3.074 -0.731
C -0.551 2.477 0.158
C 0.112 4.457 -1.115
N -1.080 -0.077 2.375
C -1.707 -1.401 2.419
C -1.848 0.962 3.073
H 1.998 2.109 4.041
H 2.338 1.583 2.393
H 3.046 0.713 3.776
H 1.229 0.319 5.529
H 0.225 -0.982 4.905
H -0.432 0.662 5.080
H 2.616 -1.144 2.277
H 2.987 0.064 1.054
H 2.189 -2.833 0.714
H 3.580 -2.002 0.025
H 1.860 -3.727 -1.417
H 0.869 -2.768 -2.524
H 0.175 -3.485 0.357
H -0.582 -4.119 -1.106
H -4.509 -2.868 -2.048
H -5.167 -3.174 -0.423
H -4.477 -4.496 -1.367
H -1.813 -3.902 1.037
H -2.504 -5.182 0.018
H -3.522 -4.309 1.163
H -4.418 -0.993 0.041
H -4.901 -0.290 -1.501
H -3.787 0.583 -0.431
H -1.971 -1.338 -3.265
H -1.523 1.314 -2.099
H -3.160 -0.024 -3.192
H 2.030 -1.003 -2.940
H 3.525 -1.498 -2.152
H 3.246 0.927 -2.571
H 3.639 0.587 -0.900
H 2.392 4.322 0.444
H 2.720 5.363 -0.959
H 4.009 4.382 -0.261
H 2.911 2.721 -3.410
H 4.418 2.743 -2.452
H 3.627 4.245 -2.925
H -0.311 1.435 0.406
H -1.555 2.529 -0.275
H -0.587 3.017 1.108
H 0.750 4.776 -1.933
H 0.220 5.151 -0.278
H -0.923 4.494 -1.455
H -1.052 -2.130 1.950
H -2.661 -1.380 1.891
H -1.898 -1.704 3.453
H -1.241 1.853 3.217
H -2.223 0.625 4.041
H -2.714 1.226 2.462
S 0.033 -0.301 -4.747
C -0.293 0.529 -3.462
N -1.218 0.401 -2.427
*
```

=====

Record 2
The following is a quantum chemistry calculation of a cluster of 5 separate species, C22H48O7 in total, from the Open Molecules 2025 dataset.

Results
**Energy above the lowest of the compared OMol25 structures with the same formula, charge and spin**: 0.0 kcal per mole
**Total energy**: -37918.8428 eV
**LUMO energy**: 0.2 eV
**Structure (SMILES)**: C=CCOC(=O)OC=C.CCOCC.CCOCC.CCOCC.CCOCC

```
! wB97M-V def2-TZVPD RIJCOSX def2/J DEFGRID3
* xyz 0 1
C -3.474 0.285 -0.846
C -2.662 1.183 -0.307
C -1.830 2.158 -1.080
O -1.715 1.818 -2.463
C -0.930 0.790 -2.795
O -1.189 0.064 -3.703
O 0.230 0.697 -2.073
C 0.146 -0.238 -1.034
C 0.551 0.074 0.223
H -4.271 -0.166 -0.272
H -3.342 -0.027 -1.876
H -2.606 1.256 0.776
H -0.850 2.294 -0.614
H -2.326 3.128 -1.028
H -0.193 -1.221 -1.355
H 1.595 0.337 0.376
H -0.146 0.108 1.052
C 1.086 5.472 -1.009
C 2.045 4.607 -0.209
O 2.092 3.257 -0.628
C 2.498 3.032 -1.968
C 3.893 3.544 -2.287
H 0.077 5.058 -0.972
H 1.063 6.482 -0.599
H 1.377 5.545 -2.057
H 1.723 4.573 0.833
H 3.050 5.046 -0.211
H 1.763 3.451 -2.664
H 2.468 1.952 -2.103
H 3.969 4.627 -2.179
H 4.156 3.294 -3.315
H 4.627 3.092 -1.617
C -2.898 -1.366 -6.094
C -3.646 -2.237 -5.102
O -5.003 -1.873 -4.911
C -5.827 -1.919 -6.060
C -5.920 -3.291 -6.706
H -2.935 -0.322 -5.783
H -1.854 -1.674 -6.143
H -3.315 -1.434 -7.100
H -3.182 -2.143 -4.120
H -3.571 -3.294 -5.385
H -5.503 -1.172 -6.794
H -6.815 -1.611 -5.717
H -4.954 -3.635 -7.077
H -6.609 -3.260 -7.551
H -6.282 -4.027 -5.987
C 2.639 -3.638 4.026
C 2.262 -3.640 2.556
O 2.777 -2.536 1.837
C 4.186 -2.410 1.801
C 4.901 -3.594 1.172
H 2.308 -2.711 4.498
H 2.172 -4.476 4.545
H 3.716 -3.719 4.181
H 1.178 -3.565 2.460
H 2.553 -4.584 2.080
H 4.580 -2.214 2.806
H 4.379 -1.514 1.211
H 4.748 -4.514 1.738
H 5.975 -3.404 1.133
H 4.539 -3.762 0.157
C -0.755 0.301 7.756
C -1.105 0.280 6.278
O -0.556 1.353 5.536
C 0.857 1.448 5.530
C 1.559 0.229 4.957
H -1.075 1.240 8.210
H -1.252 -0.522 8.270
H 0.318 0.198 7.925
H -2.185 0.372 6.159
H -0.821 -0.680 5.831
H 1.232 1.669 6.537
H 1.084 2.320 4.917
H 1.369 -0.668 5.549
H 2.637 0.392 4.936
H 1.216 0.033 3.940
*
```

=====

Record 3
The following is a quantum chemistry calculation of a cluster of 3 separate species, C22H49BBr3Cl2N6O4 in total, from the Open Molecules 2025 dataset.

Results
**Total energy**: -276582.1461 eV
**LUMO energy**: -2.4 eV

```
! wB97M-V def2-TZVPD RIJCOSX def2/J DEFGRID3
* xyz 1 1
C -1.398 0.504 4.835
C -2.407 0.012 3.872
Cl -3.841 -0.565 4.622
C -2.257 0.006 2.568
Cl -0.673 0.600 2.049
C -3.122 -0.463 1.413
C -4.675 -0.375 1.616
C -5.263 0.997 1.858
O -4.764 1.681 3.009
N -2.947 0.569 0.332
C -2.030 0.373 -0.776
B -2.533 1.291 -2.028
N -3.920 1.537 -2.198
O -1.614 1.777 -2.912
C -1.827 -1.034 -1.288
Br -3.217 -1.697 -2.478
C -0.498 -1.038 -2.075
C 0.173 -2.410 -2.315
N -0.369 -3.247 -3.394
N -1.660 -1.936 -0.111
C -2.816 -1.881 0.874
C -2.529 -3.081 1.793
Br -4.067 -3.747 2.758
C -1.171 -2.997 2.581
C -0.250 -4.094 2.073
Br -1.291 -3.274 4.500
H -0.669 -0.284 4.978
H -0.958 1.434 4.518
H -1.882 0.652 5.786
H -5.054 -1.107 2.310
H -5.067 -0.658 0.646
H -6.330 0.846 1.999
H -5.177 1.645 0.998
H -4.584 2.592 2.745
H -2.799 1.470 0.759
H -1.032 0.759 -0.562
H -4.092 2.157 -2.984
H -4.368 1.956 -1.392
H -0.868 2.124 -2.396
H -0.646 -0.592 -3.043
H 0.233 -0.421 -1.566
H 0.232 -3.008 -1.411
H 1.203 -2.188 -2.560
H -0.861 -2.666 -4.060
H -1.048 -3.886 -3.002
H -0.758 -1.755 0.340
H -1.702 -2.888 -0.482
H -3.669 -2.164 0.275
H -2.353 -3.900 1.111
H -0.663 -2.070 2.365
H -0.003 -3.854 1.034
H -0.751 -5.052 2.050
H 0.686 -4.104 2.607
C 4.418 -2.849 1.847
C 3.344 -1.844 1.448
C 3.895 -0.462 1.064
O 4.287 0.339 2.156
C 5.584 0.075 2.671
N 2.353 -1.752 2.528
H 4.802 -2.663 2.849
H 4.009 -3.859 1.845
H 5.257 -2.827 1.150
H 2.840 -2.243 0.560
H 3.091 0.096 0.572
H 4.711 -0.548 0.335
H 6.281 -0.214 1.880
H 5.552 -0.700 3.440
H 5.945 0.991 3.136
H 1.585 -1.160 2.221
H 2.777 -1.224 3.287
C 2.380 2.601 -4.628
C 1.493 3.644 -3.956
C 2.036 5.076 -4.048
O 3.102 5.357 -3.165
C 4.386 4.948 -3.610
N 1.261 3.245 -2.560
H 3.262 2.365 -4.033
H 1.828 1.670 -4.766
H 2.711 2.941 -5.610
H 0.530 3.632 -4.475
H 1.233 5.759 -3.757
H 2.310 5.331 -5.078
H 4.487 5.044 -4.694
H 4.600 3.921 -3.307
H 5.120 5.595 -3.133
H 0.591 3.890 -2.145
H 2.118 3.426 -2.043
*
```

=====

Record 4
The following is a quantum chemistry calculation of a structure of composition C22H49BrIN6O8P, from the Open Molecules 2025 dataset.

Results
**Total energy**: -136361.4985 eV
**LUMO energy**: 0.3 eV

```
! wB97M-V def2-TZVPD RIJCOSX def2/J DEFGRID3
* xyz 0 1
C -2.103 0.095 -1.123
C -0.822 0.474 -1.863
C -0.426 1.953 -1.888
Br -1.907 3.186 -1.659
C 0.700 2.271 -0.920
O 1.386 1.428 -0.392
O 0.941 3.601 -0.796
C 1.108 4.135 0.494
I 3.208 4.403 0.917
C 0.431 3.331 1.600
O 0.242 4.200 2.705
C 0.980 3.872 3.870
P 0.335 5.856 0.412
N 0.342 6.482 -1.021
H -2.126 0.483 -0.107
H -2.984 0.429 -1.668
H -2.169 -0.993 -1.106
H -0.968 0.175 -2.905
H 0.016 -0.107 -1.485
H -0.033 2.202 -2.875
H 1.043 2.480 1.898
H -0.557 3.013 1.255
H 2.037 3.711 3.664
H 0.901 4.710 4.558
H 0.565 2.983 4.358
H 1.094 6.545 1.361
H -0.933 5.661 0.980
H -0.605 6.641 -1.342
C -3.015 -4.194 -0.566
C -4.209 -3.382 -1.004
O -4.312 -2.185 -0.775
N -5.187 -4.033 -1.686
C -5.237 -5.432 -2.060
H -2.331 -3.553 -0.027
H -3.317 -5.001 0.102
H -2.504 -4.611 -1.436
H -5.956 -3.439 -1.954
H -5.292 -5.538 -3.145
H -6.111 -5.917 -1.622
H -4.348 -5.945 -1.711
C 5.560 6.424 5.621
C 4.502 6.515 4.545
O 3.787 5.569 4.258
N 4.374 7.699 3.892
C 5.127 8.923 4.089
H 5.532 5.422 6.036
H 6.552 6.612 5.210
H 5.369 7.144 6.417
H 3.658 7.690 3.182
H 4.463 9.741 4.371
H 5.649 9.204 3.174
H 5.861 8.790 4.876
C -0.113 -2.688 3.789
C -1.133 -2.650 2.675
O -1.719 -3.652 2.296
N -1.374 -1.450 2.087
C -0.758 -0.171 2.378
H -0.037 -3.711 4.142
H 0.864 -2.360 3.434
H -0.418 -2.048 4.618
H -2.072 -1.487 1.356
H -1.511 0.559 2.685
H -0.243 0.212 1.494
H -0.032 -0.274 3.178
C 0.757 -1.932 -3.769
C -0.649 -2.164 -4.277
O -1.429 -2.901 -3.698
N -1.016 -1.515 -5.413
C -0.228 -0.609 -6.226
H 0.888 -2.515 -2.863
H 1.496 -2.250 -4.505
H 0.922 -0.879 -3.539
H -1.963 -1.710 -5.699
H -0.700 0.373 -6.277
H -0.127 -0.994 -7.242
H 0.764 -0.491 -5.805
C -0.113 -5.980 -2.969
C 0.470 -7.358 -2.748
O 0.900 -8.049 -3.655
N 0.487 -7.790 -1.456
C 0.016 -7.050 -0.300
H -0.079 -5.721 -4.022
H -1.150 -5.951 -2.638
H 0.452 -5.237 -2.406
H 0.873 -8.711 -1.328
H 0.822 -6.882 0.416
H -0.786 -7.594 0.202
H -0.373 -6.094 -0.626
*
```